(1)
Here is C45H37BrN5O7P2SiY as an isolated structure at a distorted geometry from the Open Molecules 2025 dataset. Energies are from ωB97M-V/def2-TZVPD.

```
99
Properties=species:S:1:pos:R:3:forces:R:3:lowdin_charge:R:1
Y -0.063 0.309 -0.647 0.6 -1.4 1.6 1.442
C 3.212 3.364 0.482 -0.3 0.0 0.2 -0.015
C 2.533 4.201 1.355 0.1 -0.3 -0.1 -0.028
C 1.366 3.746 1.936 -0.2 -0.3 0.0 0.000
C 0.887 2.469 1.626 0.9 0.3 -0.3 -0.213
N 1.529 1.676 0.747 -0.3 0.4 0.5 0.029
C 2.657 2.127 0.199 0.4 0.2 0.0 -0.165
C -0.332 1.929 2.242 -0.8 -0.4 0.4 -0.177
C -0.890 2.539 3.369 0.1 -0.1 -0.2 0.014
C -2.042 2.023 3.926 0.0 -0.3 -0.3 -0.020
C -2.569 0.860 3.392 0.2 0.3 0.0 0.006
C -1.945 0.273 2.294 0.1 0.3 0.1 -0.216
N -0.869 0.814 1.697 -0.1 0.5 0.5 0.104
C -2.431 -1.038 1.823 -0.3 -0.7 -0.2 -0.260
C -3.766 -1.418 1.999 0.2 0.0 0.1 -0.020
C -4.154 -2.701 1.668 0.2 0.0 0.0 -0.037
C -3.194 -3.570 1.168 0.0 0.2 0.1 -0.023
C -1.903 -3.098 0.991 -0.2 -0.4 0.0 -0.124
N -1.524 -1.866 1.296 -0.1 0.5 0.6 0.102
H 4.125 3.673 0.000 0.1 0.0 -0.1 0.120
H 2.902 5.191 1.575 0.0 0.1 0.0 0.116
H 0.813 4.398 2.591 0.0 0.0 0.1 0.107
H 3.147 1.478 -0.511 -0.1 0.0 0.0 0.109
H -0.432 3.405 3.816 0.1 0.1 0.0 0.108
H -2.511 2.502 4.771 0.0 0.0 0.1 0.117
H -3.432 0.402 3.847 0.0 -0.1 0.0 0.115
H -4.491 -0.714 2.368 -0.1 0.1 0.0 0.115
H -5.181 -3.015 1.790 0.0 0.0 0.0 0.118
H -3.443 -4.588 0.919 0.0 -0.1 -0.1 0.112
H -1.132 -3.740 0.588 0.0 -0.1 0.0 0.101
O -1.056 0.329 -3.325 -0.3 0.9 0.6 -0.147
P -1.656 1.751 -2.756 -0.6 0.1 -1.7 0.231
O -2.923 2.083 -3.404 0.0 0.2 0.1 -0.244
O -1.575 1.628 -1.244 -0.4 0.4 -0.5 -0.408
O -0.468 2.760 -3.228 0.1 -0.3 0.5 -0.241
P 0.924 2.770 -2.374 0.0 1.3 -0.5 0.225
O 0.377 3.456 -0.986 0.5 -0.4 -0.5 -0.149
O 1.913 3.636 -3.014 0.1 0.0 -0.1 -0.254
O 1.275 1.340 -2.024 -0.2 0.3 0.0 -0.380
H -1.182 0.355 -4.277 0.1 -0.2 -0.3 0.097
H 0.109 4.339 -1.244 -0.2 0.5 0.1 0.091
Br -7.676 -1.038 -1.457 0.0 0.0 0.0 0.717
C -5.787 -1.192 -1.429 0.1 0.1 0.2 -0.697
C -5.023 -0.200 -0.837 -0.2 -0.1 -0.1 -0.117
C -3.651 -0.325 -0.802 0.2 -0.2 -0.2 -0.050
C -2.992 -1.421 -1.386 -0.8 0.2 -0.1 -0.272
C -3.802 -2.416 -1.965 0.3 0.1 0.1 -0.020
C -5.176 -2.305 -1.982 -0.2 0.1 0.0 -0.131
N -1.607 -1.424 -1.376 0.7 -0.3 -0.1 -0.046
C -0.947 -2.352 -2.043 0.0 -0.2 -0.1 -0.125
C 0.461 -2.360 -2.172 -0.2 -0.3 -0.1 -0.287
C 1.087 -3.312 -3.016 0.2 0.0 0.0 -0.037
C 2.438 -3.264 -3.226 -0.4 0.0 0.0 -0.072
C 3.180 -2.265 -2.574 -0.1 0.3 0.2 -0.057
C 2.520 -1.395 -1.737 0.7 -0.1 -0.3 -0.163
N 1.202 -1.420 -1.500 -0.1 -0.7 -0.4 -0.049
H -5.493 0.673 -0.412 -0.1 0.1 0.0 0.108
H -3.065 0.468 -0.362 -0.2 -0.1 -0.1 0.085
H -3.381 -3.299 -2.421 0.1 0.0 0.0 0.099
H -5.777 -3.074 -2.440 0.0 -0.1 0.0 0.099
H -1.469 -3.147 -2.571 0.1 0.1 0.0 0.112
H 0.471 -4.057 -3.502 0.0 0.0 0.0 0.113
H 2.923 -3.962 -3.895 0.0 -0.1 0.0 0.105
H 4.243 -2.171 -2.736 0.0 0.1 0.1 0.104
H 3.085 -0.636 -1.213 0.0 0.1 0.0 0.097
C 6.161 -1.145 0.717 0.0 0.0 0.0 -0.081
C 5.415 -0.075 1.186 0.1 0.1 0.0 -0.079
C 4.073 -0.241 1.469 -0.2 -0.1 0.0 -0.162
C 3.430 -1.468 1.290 -0.4 0.0 0.1 -0.293
C 4.206 -2.535 0.835 -0.2 0.0 0.1 -0.095
C 5.552 -2.378 0.557 0.2 0.0 0.0 -0.080
Si 1.565 -1.652 1.665 0.6 -0.6 0.6 0.895
C 1.187 -3.526 1.644 0.1 0.4 -0.1 -0.289
C 1.365 -4.301 0.497 0.1 0.2 0.0 -0.132
C 1.142 -5.666 0.501 0.0 -0.1 0.0 -0.079
C 0.715 -6.297 1.659 0.0 0.0 0.0 -0.087
C 0.514 -5.544 2.804 -0.1 -0.2 0.1 -0.080
C 0.748 -4.181 2.795 0.1 0.2 0.0 -0.095
C 1.371 -1.107 3.492 0.0 0.0 -0.5 -0.267
C 0.159 -1.222 4.174 0.0 0.1 -0.1 -0.135
C 0.062 -0.950 5.527 -0.1 0.0 0.1 -0.083
C 1.181 -0.554 6.242 0.0 0.0 0.0 -0.088
C 2.391 -0.420 5.582 0.0 0.0 0.2 -0.079
C 2.479 -0.691 4.229 0.1 0.0 -0.1 -0.089
H 7.210 -1.016 0.494 0.1 0.0 0.0 0.101
H 5.877 0.891 1.337 0.1 0.1 0.0 0.105
H 3.508 0.598 1.845 0.0 0.0 0.1 0.079
H 3.756 -3.509 0.720 0.0 -0.1 -0.1 0.091
H 6.133 -3.226 0.225 0.0 -0.1 -0.1 0.104
H 1.690 -3.831 -0.418 0.1 0.1 -0.2 0.078
H 1.310 -6.241 -0.399 0.0 0.0 -0.1 0.104
H 0.554 -7.365 1.668 0.0 -0.1 0.0 0.101
H 0.184 -6.027 3.714 0.0 0.0 0.1 0.103
H 0.606 -3.616 3.703 0.0 0.0 0.1 0.087
H -0.717 -1.556 3.641 -0.1 -0.1 0.0 0.082
H -0.887 -1.067 6.033 -0.1 0.0 0.0 0.104
H 1.116 -0.372 7.304 0.0 0.1 0.1 0.100
H 3.278 -0.123 6.126 0.0 0.0 0.0 0.103
H 3.439 -0.611 3.746 0.1 0.0 0.0 0.082
```
Forces are in eV/Å.

The total energy comes out at -166601.5510 eV. For the LUMO energy (spin up / spin down), the calculation gives -0.0561 / -0.0338 Ha. The relative energy (zero: lowest compared OMol25 entry of this formula, charge and spin) is 72.5 kcal per mole. Its charge is 0. The value obtained for the gap between HOMO and LUMO (spin up / spin down) is 4.186 / 6.273 eV.

(2)
Here is C45H37F6N5O6PReS4Si as an isolated structure at a distorted geometry from the Open Molecules 2025 dataset. Energies are from ωB97M-V/def2-TZVPD.

```
106
Properties=species:S:1:pos:R:3:forces:R:3:mulliken_spin:R:1
Re 0.004 -0.573 1.188 1.5 -0.5 1.0 1.673
C -2.325 -0.408 5.289 0.0 0.0 0.1 -0.003
O -1.333 -0.600 4.280 0.0 0.1 -0.1 -0.002
C -0.053 -0.482 4.616 -0.2 0.0 0.6 0.000
S 0.512 -0.246 6.136 0.0 0.0 -0.3 0.067
S 1.068 -0.654 3.304 -0.7 0.0 -1.0 0.041
H -3.273 -0.641 4.812 0.0 0.0 0.0 0.000
H -2.308 0.625 5.637 0.0 0.0 0.0 0.001
H -2.147 -1.068 6.136 0.0 0.0 0.0 0.001
F 2.074 -0.267 0.528 -0.4 -0.3 0.0 0.043
P 3.515 0.591 0.111 0.5 1.1 -0.1 -0.012
F 4.813 1.408 -0.307 -0.1 -0.2 0.0 0.000
F 2.883 0.762 -1.383 0.0 0.0 0.1 0.000
F 3.986 0.402 1.607 0.0 -0.1 -0.1 -0.001
F 4.135 -0.801 -0.329 -0.4 1.1 -0.4 0.000
F 2.740 1.960 0.525 -0.2 -0.2 0.0 -0.005
C 1.678 4.396 -5.211 0.0 -0.1 0.0 0.000
C 2.203 4.211 -3.940 0.1 0.1 0.0 0.000
C 1.757 3.167 -3.143 0.1 -0.1 0.0 0.000
C 0.775 2.286 -3.608 0.0 -0.1 0.2 0.002
C 0.253 2.491 -4.889 -0.1 -0.1 0.1 0.000
C 0.697 3.535 -5.684 0.0 0.1 0.0 0.000
Si 0.240 0.723 -2.735 -0.5 -0.4 -0.9 -0.016
C 1.248 -0.770 -3.238 0.0 0.3 0.2 -0.001
C 1.571 -0.892 -4.592 -0.1 0.2 0.0 0.000
C 2.226 -2.015 -5.070 0.0 0.0 -0.1 0.000
C 2.584 -3.036 -4.200 -0.1 0.1 0.0 0.000
C 2.302 -2.916 -2.847 0.0 -0.1 0.0 0.002
C 1.636 -1.795 -2.378 -0.1 0.0 0.1 0.014
C -1.580 0.357 -3.049 0.3 0.1 -0.1 -0.008
C -2.005 -0.923 -3.409 0.1 0.0 0.0 -0.001
C -3.356 -1.210 -3.551 -0.1 0.0 0.0 0.000
C -4.303 -0.219 -3.340 0.1 0.0 0.0 0.000
C -3.897 1.063 -2.996 -0.1 0.1 0.0 0.000
C -2.548 1.347 -2.854 0.1 0.0 0.0 0.002
H 2.041 5.199 -5.839 0.0 0.0 0.0 0.000
H 2.987 4.863 -3.575 0.0 0.0 0.0 0.000
H 2.209 3.016 -2.168 0.1 -0.1 0.0 -0.001
H -0.516 1.820 -5.261 0.0 0.1 0.0 0.000
H 0.282 3.675 -6.674 0.0 0.0 0.0 0.000
H 1.311 -0.093 -5.279 0.0 0.0 -0.1 0.000
H 2.465 -2.088 -6.124 0.0 0.0 0.0 0.000
H 3.086 -3.917 -4.578 0.0 0.0 0.0 0.000
H 2.609 -3.694 -2.157 0.0 0.0 0.0 0.000
H 1.446 -1.715 -1.321 0.0 0.0 0.2 0.015
H -1.270 -1.702 -3.577 0.0 0.0 0.0 0.001
H -3.670 -2.209 -3.826 0.0 0.0 0.0 0.000
H -5.357 -0.444 -3.444 0.0 0.0 0.0 0.000
H -4.635 1.839 -2.839 0.0 0.0 0.0 0.000
H -2.242 2.355 -2.588 0.0 0.0 0.0 0.000
O -2.945 -0.868 1.914 -0.1 0.0 0.0 0.069
C -1.835 -0.750 1.688 -0.1 0.0 0.2 -0.074
O 0.139 0.920 -1.031 0.3 -0.2 0.2 0.110
C 0.083 1.868 -0.156 -0.3 0.6 0.1 -0.081
N 0.071 3.171 -0.375 0.2 -0.1 0.0 0.015
C 0.023 3.875 0.913 0.0 0.5 0.2 0.003
C -0.105 2.674 1.885 -0.1 0.1 0.3 0.004
O -0.243 2.699 3.075 0.0 0.1 -0.2 0.014
N -0.076 1.520 1.115 0.0 -0.4 -0.4 0.033
C -1.187 4.817 0.974 -0.1 -0.2 0.0 -0.002
C -1.590 5.476 -0.184 0.0 -0.1 0.0 0.000
C -2.642 6.377 -0.150 0.0 0.0 -0.1 0.000
C -3.302 6.631 1.042 0.0 0.0 0.0 0.000
C -2.897 5.985 2.200 0.0 0.0 0.0 0.000
C -1.842 5.083 2.170 0.0 0.0 0.0 0.000
C 1.283 4.714 1.156 0.1 -0.1 0.0 0.001
C 1.894 5.363 0.089 0.0 0.0 0.0 0.001
C 2.979 6.197 0.305 0.0 0.0 -0.1 0.000
C 3.462 6.393 1.589 0.0 0.0 0.0 0.000
C 2.851 5.752 2.655 0.0 0.0 0.0 0.000
C 1.766 4.915 2.442 0.0 0.0 0.0 -0.002
H 0.427 3.581 -1.225 -0.1 -0.1 0.0 -0.003
H -1.081 5.292 -1.123 0.0 0.0 0.0 0.001
H -2.943 6.882 -1.058 0.0 0.0 0.0 0.000
H -4.128 7.329 1.066 0.0 0.0 0.0 0.000
H -3.403 6.184 3.135 0.0 0.0 0.0 0.000
H -1.539 4.589 3.081 0.1 0.0 0.0 0.000
H 1.533 5.238 -0.926 0.0 0.0 0.0 0.000
H 3.438 6.699 -0.537 0.0 0.0 0.0 0.000
H 4.310 7.045 1.757 0.0 0.0 0.0 0.000
H 3.213 5.902 3.663 0.0 0.0 0.0 0.000
H 1.304 4.414 3.280 0.0 0.0 0.0 -0.001
N 6.158 -4.631 -3.188 0.1 0.0 0.0 0.001
C 5.436 -4.506 -2.023 -0.1 0.0 0.3 0.002
C 4.772 -5.611 -1.477 0.1 0.0 -0.1 0.000
C 4.117 -5.506 -0.264 -0.1 0.0 0.0 0.002
C 4.124 -4.295 0.411 -0.2 0.0 0.1 0.005
C 4.759 -3.182 -0.124 0.2 -0.4 0.3 -0.005
C 5.404 -3.284 -1.337 0.0 -0.1 -0.1 -0.001
S 3.274 -4.131 1.947 -0.5 -0.4 -0.1 0.000
O 4.108 -3.468 2.895 0.0 0.3 -0.1 0.001
O 2.735 -5.428 2.292 -0.1 0.1 -0.2 0.001
N 2.050 -3.089 1.560 -0.3 0.0 0.0 0.077
C 0.929 -3.484 1.038 0.8 -0.3 -0.1 -0.011
S 0.475 -5.118 0.519 0.2 0.1 0.1 -0.010
C -0.951 -4.486 -0.241 0.0 0.0 0.0 0.053
C -1.075 -3.171 -0.036 -0.1 -0.1 -0.1 -0.050
N -0.049 -2.583 0.694 0.1 0.5 0.1 0.032
H 6.019 -5.446 -3.755 0.0 0.0 -0.1 0.000
H 6.457 -3.798 -3.659 0.0 0.0 -0.1 0.000
H 4.784 -6.555 -2.010 0.0 0.0 0.0 0.000
H 3.606 -6.353 0.173 0.0 0.0 0.0 0.000
H 4.730 -2.243 0.412 0.3 -0.8 0.1 0.002
H 5.893 -2.416 -1.764 0.0 0.0 0.0 0.000
H -1.634 -5.128 -0.771 0.0 0.0 0.0 0.003
H -1.897 -2.555 -0.374 0.0 0.0 0.0 0.000
```
Forces are in eV/Å.

As for the multiplicity: 3. As for the expectation value of S²: 2.03. The total energy comes out at -145952.1460 eV. For the LUMO energy (spin up / spin down), the calculation gives -0.0330 / -0.0807 Ha. The relative energy (zero: lowest compared OMol25 entry of this formula, charge and spin) is 30.7 kcal per mole. Its charge is 0. The value obtained for the gap between HOMO and LUMO (spin up / spin down) is 6.753 / 5.602 eV.